142
Properties=species:S:1:pos:R:3:forces:R:3:lowdin_charge:R:1 method="wB97M-V/def2-TZVPD" gap_ev=10.0 charge=0
F 0.533 -4.326 -2.249 0.14 0.28 0.57 0.0935
F -0.004 -0.671 3.778 -3.87 -0.37 -1.62 0.1378
F 1.162 5.964 3.789 -0.75 0.15 0.37 0.1004
F -5.994 -4.166 1.861 0.31 -2.39 3.17 0.1261
F -1.760 -3.094 4.494 -0.65 0.56 2.28 0.1116
F 4.581 -0.198 -0.300 -0.71 0.37 0.12 0.0646
F -3.595 3.011 6.599 -1.06 -0.89 1.98 0.1230
O -6.270 -1.987 1.592 -1.16 -1.27 -0.52 0.1422
O -4.787 -0.363 1.259 0.77 0.53 0.48 0.1627
O -2.581 -6.507 -0.354 2.63 4.20 -3.59 0.0962
O 1.382 3.441 1.889 -1.37 -3.16 1.35 0.0504
O 6.294 -2.941 -3.775 1.80 0.03 -0.24 -0.0100
O 1.547 -1.885 4.728 0.89 -1.04 0.19 0.1165
O 4.540 -3.204 -2.691 0.14 0.10 -0.25 -0.0157
O 7.140 -3.278 -0.356 -1.24 4.70 1.73 0.1210
O -5.156 5.740 3.638 0.26 -0.36 -0.39 0.0105
O 0.195 3.056 -2.070 -1.76 0.34 -0.62 -0.0126
O 3.070 -0.043 -4.304 -0.62 0.82 0.55 0.1140
O 7.380 -0.974 -0.012 1.79 -0.93 -1.07 0.0798
O -2.305 -4.341 -1.123 -1.10 0.86 1.32 0.0698
O 3.250 -1.302 3.484 3.15 0.36 -0.01 0.0567
O -1.082 -5.922 -1.957 2.55 -0.05 -2.37 0.1808
O -1.663 4.056 -2.978 1.29 -0.60 1.19 0.1304
O -0.906 3.696 5.847 1.93 -2.88 -1.93 0.1013
O 5.556 -1.959 0.641 -1.22 0.22 1.01 0.1272
O -2.403 -1.084 -6.386 0.43 1.25 1.49 -0.0467
O -3.951 -1.162 -4.706 -0.21 0.12 -0.45 0.1073
O -3.103 5.329 2.670 -3.40 -0.20 0.41 0.0509
O -1.827 -5.160 3.563 0.34 2.16 -0.78 0.1667
O 3.445 -3.212 4.547 0.05 -1.46 0.49 0.2150
O 3.151 -1.840 -5.586 0.13 -2.13 -1.34 0.0338
O 1.001 0.001 -0.265 0.47 -0.46 -0.05 -0.0245
O -5.091 4.348 2.071 -0.76 -0.08 -0.48 0.0373
O -0.785 4.642 -0.932 -0.36 0.20 0.48 -0.0521
O -2.309 0.348 -4.642 0.77 0.27 -0.44 0.0124
O -2.386 5.004 6.638 -2.34 -0.42 0.34 0.1454
O -3.646 -6.044 2.680 1.66 3.37 -0.68 0.1312
O -1.169 -0.670 -0.380 0.02 -0.13 -0.64 0.1359
O -3.022 -3.865 2.119 -1.55 -2.73 -0.19 0.0738
O -4.621 -2.294 0.090 0.17 1.47 1.30 0.0653
O 0.500 1.991 3.499 1.28 2.86 -0.89 0.1238
O -0.235 5.096 7.432 -3.11 -1.29 -2.13 0.1050
O 1.716 3.783 4.051 -0.04 1.20 0.96 0.1958
O 4.953 -4.686 -4.395 0.68 1.21 1.30 0.1237
O -0.450 0.881 1.108 1.98 -0.31 -1.68 -0.0319
O 4.908 -0.600 -5.420 1.74 0.10 -0.93 0.0168
C 1.090 3.022 3.202 -0.90 -3.87 -1.79 -0.4577
C -3.132 4.005 5.878 1.31 1.76 -1.41 -0.2736
C 6.725 0.015 0.691 -2.54 -0.12 1.26 -0.0810
C -1.126 4.615 6.698 3.72 3.06 3.71 -0.5971
C 5.255 -3.734 -3.688 -0.92 -0.97 -1.00 -0.6102
C 2.811 -2.279 4.252 -1.62 1.76 1.07 -0.5422
C -1.298 -3.855 3.520 2.56 -0.14 -1.14 -0.3508
C -4.695 6.863 4.336 -0.04 1.05 1.04 -0.0380
C 5.711 0.447 -4.799 -0.40 -0.29 0.11 0.0036
C 1.427 -0.670 -1.480 -0.67 1.07 -1.20 -0.0073
C -1.813 -3.235 2.266 0.28 1.88 -0.98 -0.0975
C -0.687 -4.713 -2.633 -1.86 -0.85 -1.63 -0.2819
C -0.286 0.015 0.056 -0.73 0.34 1.97 -0.5742
C -1.876 -3.813 -2.341 1.47 -0.21 -0.62 -0.0593
C 5.288 -0.562 0.804 1.87 -0.71 -0.98 -0.2564
C 1.995 4.978 3.414 2.05 1.75 -0.63 -0.3146
C 1.906 4.704 1.913 -0.32 1.31 0.33 -0.0999
C 1.183 -0.604 4.225 3.98 -0.01 0.51 -0.3699
C -2.917 -2.288 -6.985 -0.46 0.72 0.41 -0.0449
C -3.008 -0.613 -5.220 0.29 -2.19 0.18 -0.5709
C -6.507 -3.318 1.040 1.97 1.73 -2.42 -0.2965
C -0.839 3.922 -2.098 -0.11 1.09 1.20 -0.5442
C -2.015 -5.646 -1.121 -4.17 -3.84 5.63 -0.5307
C 1.346 3.086 -1.203 1.21 -0.67 -1.72 -0.0159
C -2.600 0.728 -3.268 0.15 0.27 0.16 -0.0048
C -2.889 -5.071 2.721 -3.81 -4.73 0.64 -0.4935
C -1.767 5.663 -0.582 0.10 0.06 -1.31 -0.0142
C -4.349 5.165 2.779 3.35 -0.11 -0.70 -0.5769
C -2.017 3.390 5.036 -0.51 0.67 -0.60 -0.0378
C 6.748 -2.166 0.065 1.00 -3.42 -1.72 -0.4815
C -4.491 3.474 1.140 1.69 -0.91 0.03 -0.0263
C 3.583 -4.022 -2.085 -1.46 0.38 0.40 -0.0526
C 2.244 -0.463 3.092 -2.33 0.07 -0.84 -0.0711
C -5.153 -1.466 1.041 -0.45 -0.36 -1.38 -0.5427
C -5.522 -3.326 -0.133 -0.75 -0.79 -1.73 -0.0961
C 7.433 -3.321 -4.573 -0.31 0.18 -0.51 -0.0115
C 3.659 -0.754 -5.072 -0.60 0.66 1.75 -0.6581
C 1.799 -2.215 -5.368 -1.54 1.16 0.13 -0.0271
C -1.690 0.973 1.744 -1.12 -1.13 -0.15 -0.0527
H -4.894 2.471 1.277 -0.33 0.22 -0.12 0.0947
H 5.083 1.302 -4.548 0.07 -0.17 0.08 0.0913
H 2.889 4.823 1.457 -0.01 -0.48 -0.16 0.1409
H 1.503 -3.205 -5.715 1.21 -0.20 -0.02 0.0985
H 1.713 4.028 -0.797 -0.94 0.08 0.10 0.0867
H 8.250 -2.667 -4.270 -0.25 0.07 -0.03 0.0936
H -2.941 -3.131 -6.295 -0.30 0.24 0.29 0.0834
H -3.907 -1.997 -7.336 -0.04 -0.77 -0.24 0.0980
H 6.218 0.034 -3.927 -0.40 -0.07 0.20 0.0907
H -1.234 -3.312 1.345 0.37 -0.31 0.14 0.1421
H -0.727 -4.833 -3.716 0.81 -0.74 0.00 0.1672
H -4.980 -4.263 -0.258 -0.07 -0.11 0.60 0.1375
H -2.150 2.313 4.925 0.13 0.11 0.20 0.1446
H 4.066 -4.817 -1.517 -0.30 -0.09 -0.13 0.1161
H 0.784 -0.312 -2.285 -0.05 0.20 -0.10 0.0928
H 2.512 0.548 2.783 0.39 -0.20 0.46 0.1347
H 1.354 -1.752 -1.583 0.09 -0.08 1.11 0.0758
H 1.396 2.229 -0.531 -0.65 0.51 0.29 0.0765
H -2.478 1.242 1.041 0.05 0.50 0.10 0.0859
H -1.703 5.970 0.462 0.32 -0.75 0.03 0.0780
H -3.413 1.454 -3.245 -0.15 -0.35 -0.04 0.1027
H -2.242 -2.590 -7.786 -0.08 0.55 -0.07 0.0915
H -3.951 4.567 5.428 0.14 -0.35 -0.16 0.1424
H 1.439 -2.094 -4.346 0.65 -0.08 0.32 0.0779
H -2.778 5.338 -0.825 0.10 -0.15 0.07 0.0828
H 3.014 -3.345 -1.448 0.44 -0.08 0.62 0.0749
H 1.125 -1.561 -5.921 0.20 0.36 -0.23 0.0965
H -2.653 -4.010 -3.080 0.06 0.27 -0.21 0.1494
H 3.010 5.296 3.655 -0.10 -0.07 0.50 0.1705
H 7.176 -3.170 -5.622 0.15 0.06 -0.02 0.0969
H 2.420 -0.286 -1.714 -0.05 -0.32 0.33 0.0821
H -7.502 -3.635 0.727 -0.40 0.94 0.61 0.1734
H 1.173 5.305 1.375 0.25 0.69 0.28 0.1416
H -1.879 3.855 4.060 -0.13 0.05 0.03 0.1181
H -2.096 -2.190 2.389 0.71 0.15 0.26 0.1300
H -6.006 -3.168 -1.097 -0.27 0.31 -0.08 0.1361
H -5.631 7.411 4.438 0.50 0.53 0.38 0.1090
H 4.789 -0.316 1.741 -0.31 -0.44 -0.29 0.1499
H 2.038 2.838 -2.008 0.85 -0.04 0.42 0.1005
H -1.993 -0.024 2.063 -0.01 0.00 0.33 0.0765
H -4.507 3.784 0.095 -0.71 0.35 0.16 0.0981
H 6.518 0.754 -5.464 -0.44 -0.24 -0.46 0.0921
H -0.209 -3.882 3.537 0.01 -0.22 0.45 0.1663
H -1.566 1.619 2.614 -0.10 0.01 -0.43 0.0751
H 6.660 0.978 0.186 0.56 -0.17 -0.01 0.1463
H -1.556 6.555 -1.173 -0.03 -0.03 -0.17 0.0933
H 1.903 -1.020 2.219 -1.12 0.81 -0.47 0.1432
H 7.035 0.053 1.736 0.76 0.41 -0.12 0.1418
H 2.777 -4.326 -2.753 0.64 -0.68 -0.45 0.0775
H -1.724 1.233 -2.862 0.20 0.11 -0.68 0.0724
H -2.732 -0.101 -2.573 -0.51 -0.32 -0.54 0.0831
H 7.774 -4.349 -4.458 -0.48 -0.07 0.36 0.0989
H -3.890 7.441 3.880 -0.34 -0.17 -0.68 0.1065
H -3.428 3.410 1.373 0.08 -0.05 0.07 0.0721
H 1.202 0.155 5.007 0.39 -0.11 0.15 0.1687
H -1.499 -2.793 -2.415 -0.67 0.30 0.91 0.1433
H -4.272 6.599 5.305 -0.34 -0.17 0.18 0.0847

106
Properties=species:S:1:pos:R:3:forces:R:3:lowdin_charge:R:1 method="wB97M-V/def2-TZVPD" gap_ev="5.7 / 5.6" s_squared=0.757 charge=+2 spin_multiplicity=2
Ir -0.628 0.362 -0.732 -0.01 0.04 0.29 1.2451
O 5.607 4.813 -1.261 0.18 -0.21 -0.15 0.1280
O 4.255 5.143 -2.910 0.23 -0.18 -0.18 0.1006
N -0.675 3.182 2.861 -0.34 0.08 -0.04 -0.0685
N -1.827 1.150 3.398 -0.80 0.76 0.55 0.0029
N 1.562 0.176 -0.161 0.09 0.03 -0.02 0.0343
N 4.643 4.536 -1.934 -0.51 0.53 0.47 -0.3353
N -1.037 1.399 1.183 0.39 -1.27 0.70 -0.0567
N -3.030 2.925 2.363 0.77 -0.86 -1.80 -0.0448
N 0.315 2.183 -1.383 0.05 0.00 -0.06 -0.0612
C -3.200 1.873 3.337 0.62 -0.82 0.74 -0.0312
C -3.944 -0.037 -1.831 -0.12 0.05 0.02 -0.0678
C 2.168 -0.848 0.412 -0.01 0.03 0.00 -0.1022
C 0.283 4.321 -2.440 -0.01 -0.02 0.01 0.0020
C -1.940 3.882 2.723 0.42 0.29 0.18 -0.0771
C 4.436 2.400 -0.851 -0.02 -0.01 0.00 0.0935
C 3.709 1.254 -0.400 0.01 0.00 0.01 -0.1088
C 3.798 3.416 -1.461 0.15 -0.15 -0.14 -0.0530
C -2.883 -0.549 -2.816 0.00 0.06 0.07 -0.5321
C 0.161 -2.400 -1.478 -0.07 -0.13 0.06 -0.0344
C -0.198 2.562 1.645 -0.43 -0.03 -0.22 -0.1481
C -1.621 0.683 2.140 0.22 0.80 -1.59 -0.1702
C 2.324 1.215 -0.574 -0.01 -0.01 0.01 -0.1607
C -0.342 3.159 -1.988 -0.02 -0.01 -0.03 -0.1194
C 0.450 -4.271 0.943 -0.03 0.04 -0.03 -0.0333
C -0.823 2.145 3.859 -0.08 -0.26 0.03 -0.1114
C 1.640 4.462 -2.292 -0.03 0.00 0.00 0.0506
C 4.330 0.149 0.210 0.01 0.00 0.00 0.0403
C 2.520 -0.184 5.495 0.01 0.00 0.00 -0.0810
C -1.709 -4.767 -0.195 -0.01 0.00 -0.01 -0.0214
C 3.553 -0.906 0.610 0.00 -0.02 0.02 0.0024
C -0.262 -1.333 -2.407 -0.12 0.40 0.09 -0.1367
C 0.803 0.365 -4.038 -0.11 -0.06 -0.04 -0.0361
C 2.185 -1.293 4.504 0.01 0.03 -0.01 -0.4815
C -2.703 0.566 -3.847 -0.05 -0.05 0.10 -0.0349
C -3.465 -1.813 -3.475 0.01 0.06 0.05 -0.0095
C -0.892 -3.670 0.515 0.00 0.01 0.01 -0.5411
C 1.817 -2.587 5.221 0.01 0.00 0.01 -0.0708
C -1.624 -0.980 -2.043 0.04 -0.11 -0.24 -0.3228
C -2.992 2.505 1.094 -1.20 1.17 1.14 0.1454
C -0.749 -2.550 -0.492 0.10 -0.02 0.05 -0.1995
C 0.579 -1.108 -3.680 0.06 -0.03 0.07 -0.5193
C 1.048 -0.856 3.583 0.05 0.03 0.06 -0.1067
C 1.655 2.310 -1.222 0.00 -0.01 -0.02 -0.1686
C -1.677 -3.217 1.750 0.01 -0.03 0.01 -0.0412
C 1.984 -1.695 -3.469 0.11 0.03 0.02 -0.0564
C -1.763 -1.501 -0.694 -0.13 -0.03 -0.02 -0.2020
C 2.373 3.426 -1.681 0.00 0.05 -0.02 -0.0432
C -0.016 -1.873 -4.874 0.06 -0.06 0.13 -0.0225
H 0.159 -0.619 4.177 -0.01 -0.02 0.00 0.0786
H -0.111 0.948 -4.088 -0.04 0.02 0.02 0.0572
H -1.402 3.000 -2.140 0.01 0.00 0.02 0.1009
H -2.715 -2.986 1.502 0.01 0.00 0.00 0.0835
H 3.070 -1.479 3.885 0.00 -0.01 0.00 0.1250
H -3.580 -2.611 -2.739 0.00 0.01 0.00 0.0921
H -2.198 4.342 3.675 -0.03 0.01 0.00 0.1506
H 0.774 -1.649 2.890 -0.02 -0.07 -0.08 0.0446
H 0.932 -2.441 5.847 0.00 0.00 0.00 0.0875
H -3.545 0.786 -1.228 0.03 0.01 -0.01 0.0443
H -1.693 -4.013 2.496 -0.01 0.00 -0.01 0.0991
H -1.173 2.558 4.803 0.03 0.01 0.01 0.1479
H -4.451 -1.593 -3.888 0.01 0.00 -0.02 0.0981
H -1.147 -5.188 -1.028 0.00 0.00 0.00 0.0972
H 0.117 1.628 4.027 0.02 0.03 -0.02 0.1168
H -0.192 -2.920 -4.618 -0.02 0.00 0.02 0.1005
H -1.948 -5.568 0.506 0.00 0.00 0.00 0.0965
H -0.166 3.285 0.833 -0.01 0.04 0.02 0.1186
H 1.466 0.825 -3.306 0.04 0.03 0.02 0.0643
H -3.374 2.265 4.334 -0.13 0.08 -0.05 0.1507
H -1.226 -2.340 2.217 0.07 0.07 0.05 0.0538
H 1.598 -3.389 4.513 0.00 0.00 0.00 0.0739
H -3.979 1.170 3.053 -0.01 0.04 -0.06 0.1516
H 1.534 -1.664 0.716 -0.07 -0.09 0.02 0.0873
H 1.664 0.020 6.145 0.00 0.00 0.00 0.0834
H -2.727 -1.561 -0.209 0.06 -0.01 -0.01 0.0888
H -2.841 -2.189 -4.280 0.12 -0.01 -0.07 0.0781
H 2.627 -2.922 5.868 0.00 0.00 0.00 0.0867
H 3.356 -0.463 6.136 0.00 0.00 0.00 0.0855
H -3.673 1.721 0.782 0.28 -0.25 0.07 0.1183
H 2.471 -1.269 -2.587 0.00 -0.02 0.02 0.0781
H 2.142 5.344 -2.656 -0.02 -0.01 0.01 0.1210
H -2.179 -0.192 1.812 0.04 -0.03 0.07 0.1302
H -1.938 0.363 -4.580 0.16 -0.14 -0.18 0.0607
H 2.792 0.745 4.985 0.00 0.00 0.00 0.0744
H 1.971 -2.780 -3.372 0.03 0.04 -0.05 0.0884
H 1.338 0.024 2.996 -0.04 0.01 0.01 0.0597
H 1.066 -2.974 -1.594 -0.05 0.02 0.03 0.1073
H 1.005 -3.610 1.612 0.03 0.08 0.00 0.0615
H -0.943 -1.452 -5.237 -0.27 0.15 -0.03 0.0654
H 0.697 -1.850 -5.700 -0.01 0.00 0.01 0.0970
H -2.678 3.209 0.332 0.33 -0.12 0.04 0.1273
H 5.403 0.143 0.352 0.00 0.00 0.00 0.1380
H 3.985 -1.779 1.078 0.00 0.00 0.00 0.1262
H -2.648 -4.367 -0.585 -0.01 0.00 0.00 0.0876
H -2.463 1.514 -3.355 0.04 -0.04 -0.02 0.0628
H 5.507 2.454 -0.707 0.01 0.00 -0.01 0.1466
H -1.885 4.653 1.957 -0.02 -0.05 -0.04 0.1491
H -0.305 5.088 -2.923 0.00 0.00 0.00 0.1261
H 2.599 -1.455 -4.337 0.01 0.01 0.00 0.0983
H -4.797 0.347 -2.391 -0.02 -0.01 0.00 0.0984
H 1.080 -4.508 0.085 -0.01 0.00 -0.01 0.0877
H 0.804 2.161 1.798 0.05 0.05 0.00 0.1306
H -3.641 0.707 -4.388 0.00 0.00 0.02 0.0998
H 0.281 -5.201 1.488 -0.01 0.01 0.00 0.0972
H 1.299 0.425 -5.008 -0.03 0.01 0.00 0.1018
H -4.316 -0.818 -1.169 -0.02 0.03 -0.01 0.0840

Energy relative to the best compared isomer or geometry (same formula, charge and spin) per entry: 0.000, 2.857 eV